{
  "formula": "C43H66N5O4ReS",
  "method": "ωB97M-V/def2-TZVPD",
  "species": ["Re", "C", "C", "C", "C", "C", "C", "C", "C", "C", "C", "C", "C", "C", "C", "C", "C", "C", "H", "H", "H", "H", "H", "H", "H", "H", "H", "H", "H", "H", "H", "H", "H", "H", "H", "H", "H", "H", "H", "H", "H", "H", "H", "H", "H", "H", "H", "C", "C", "C", "C", "C", "C", "C", "N", "C", "C", "C", "C", "C", "C", "C", "N", "C", "C", "C", "C", "H", "H", "H", "H", "H", "H", "H", "H", "H", "H", "H", "H", "H", "H", "H", "H", "H", "H", "H", "H", "H", "H", "H", "H", "C", "C", "S", "O", "O", "C", "C", "N", "C", "N", "C", "C", "N", "O", "O", "C", "H", "H", "H", "H", "H", "H", "H", "H", "H", "H", "H", "H", "H"],
  "positions_angstrom": [[0.038854, 0.017852, -0.041224], [-0.744399, -1.659718, -1.258378], [-1.055570, -0.544562, -2.128603], [-1.972294, 0.295679, -1.398480], [-2.199264, -0.355358, -0.133520], [-1.529149, -1.604759, -0.070879], [-1.818132, -2.804151, 0.823902], [-2.751118, -2.439392, 1.975992], [-2.558200, -3.791090, -0.100957], [-0.536407, -3.461112, 1.336852], [-2.887041, 1.491885, -1.720589], [-3.073429, 2.364699, -0.470391], [-2.517575, 2.416791, -2.880174], [-4.238843, 0.825068, -2.055639], [-0.629796, -0.579635, -3.610042], [0.042147, 0.675013, -4.178655], [-1.933464, -0.852925, -4.384639], [0.302647, -1.771738, -3.867320], [-0.142793, -2.510953, -1.534263], [-2.891405, 0.002564, 0.612234], [-3.716931, -2.083631, 1.616855], [-2.338926, -1.688348, 2.647211], [-2.940242, -3.328732, 2.575490], [-3.409833, -3.319802, -0.591576], [-2.934528, -4.624944, 0.489670], [-1.896516, -4.196551, -0.866015], [-0.058258, -2.874405, 2.122201], [0.186782, -3.629208, 0.536601], [-0.773343, -4.435667, 1.760797], [-2.132526, 2.722758, -0.061280], [-3.639401, 1.865855, 0.315482], [-3.644384, 3.248489, -0.747524], [-1.615715, 2.998816, -2.702843], [-3.325756, 3.139765, -2.983766], [-2.439954, 1.903923, -3.834389], [-4.586456, 0.177949, -1.249492], [-4.194471, 0.240484, -2.972538], [-4.984048, 1.607489, -2.194067], [-0.488032, 1.595625, -3.966493], [0.085655, 0.582484, -5.263261], [1.075534, 0.785564, -3.850023], [-2.590572, 0.011914, -4.410595], [-2.481803, -1.694678, -3.960039], [-1.680752, -1.110409, -5.412374], [1.206112, -1.752524, -3.256399], [0.617576, -1.746339, -4.909624], [-0.197246, -2.727220, -3.708792], [7.004643, 0.283917, -1.342132], [6.368964, -0.958769, -0.697723], [6.561398, -2.178098, -1.616307], [7.041054, -1.229640, 0.646777], [4.880182, -0.714651, -0.553927], [4.094802, -0.417542, -1.671942], [2.744067, -0.214613, -1.542190], [2.113337, -0.284539, -0.355271], [2.851117, -0.561630, 0.747788], [4.212313, -0.777399, 0.671771], [2.084363, -0.598890, 2.011967], [2.641784, -0.864990, 3.248462], [1.858861, -0.867115, 4.404882], [0.499461, -0.564753, 4.240412], [-0.007891, -0.309121, 2.993955], [0.762125, -0.336569, 1.883432], [2.419211, -1.165857, 5.780964], [2.184403, 0.066377, 6.670070], [3.912650, -1.482333, 5.739430], [1.659776, -2.375401, 6.354080], [8.077862, 0.124224, -1.431405], [6.850042, 1.176417, -0.735246], [6.619948, 0.472531, -2.343827], [7.627469, -2.368848, -1.730592], [6.150838, -2.011865, -2.611606], [6.104436, -3.074434, -1.196633], [8.105784, -1.385885, 0.483948], [6.658506, -2.131824, 1.127021], [6.943852, -0.387623, 1.334499], [4.534796, -0.349057, -2.656294], [2.126367, 0.011397, -2.395433], [4.767104, -0.998013, 1.568851], [3.695966, -1.078262, 3.317614], [-0.169867, -0.533306, 5.087753], [-1.048754, -0.060211, 2.846074], [2.689440, 0.948406, 6.275419], [2.589149, -0.132050, 7.661260], [1.125337, 0.293109, 6.790016], [4.503470, -0.643576, 5.367731], [4.130150, -2.367833, 5.140279], [4.258145, -1.689879, 6.750451], [0.595085, -2.177645, 6.470918], [2.057035, -2.606491, 7.341521], [1.784024, -3.259468, 5.728567], [-3.226772, 7.456033, -0.399516], [-2.154060, 7.347747, 0.681211], [-1.044727, 6.020098, 0.304849], [-1.604652, 4.765412, 0.777689], [-0.627848, 6.101413, -1.075891], [0.421024, 6.262034, 1.295327], [1.595954, 5.485046, 0.698657], [1.240099, 4.161764, 0.129952], [0.818182, 3.085321, 0.812000], [0.451932, 2.108522, -0.035537], [0.631288, 2.610287, -1.314107], [1.101814, 3.865529, -1.207083], [1.486165, 4.692009, -2.336810], [0.950777, 4.399835, -3.378053], [2.323226, 5.544303, -2.158389], [0.721924, 3.055647, 2.287970], [-3.925056, 8.240921, -0.113392], [-3.782531, 6.524653, -0.497285], [-2.784177, 7.706990, -1.359724], [-2.575872, 7.119731, 1.659816], [-1.558884, 8.258266, 0.752765], [0.159655, 5.957448, 2.307535], [0.704831, 7.313436, 1.312286], [2.371734, 5.334495, 1.448545], [2.027556, 6.037294, -0.129177], [0.426189, 2.055745, -2.207427], [1.685765, 3.270807, 2.750901], [0.377415, 2.085344, 2.629163], [-0.004049, 3.797881, 2.621713]],
  "forces_ev_per_angstrom": [[-0.15, 0.62, -0.59], [-0.18, -0.15, -0.17], [0.35, -0.04, 0.01], [0.03, 0.21, 0.22], [-0.08, -0.21, 0.22], [-0.31, -0.41, -0.09], [0.04, 0.14, -0.01], [-0.03, -0.02, 0.01], [0.01, -0.04, 0.00], [0.03, -0.02, 0.03], [0.08, -0.08, 0.00], [-0.03, -0.06, -0.01], [0.01, -0.03, -0.03], [-0.08, -0.01, 0.00], [-0.05, 0.00, 0.12], [0.00, 0.01, 0.03], [-0.05, -0.03, -0.05], [-0.01, 0.00, -0.04], [0.09, 0.06, -0.03], [0.02, 0.02, 0.03], [-0.03, 0.01, -0.03], [0.07, 0.04, 0.03], [-0.01, -0.03, 0.01], [-0.04, 0.03, -0.01], [0.00, -0.03, 0.03], [0.02, -0.01, -0.04], [0.01, 0.03, 0.02], [0.02, -0.01, -0.04], [-0.01, -0.03, 0.02], [0.04, -0.01, -0.02], [-0.03, -0.02, 0.02], [-0.03, 0.01, 0.00], [0.11, 0.01, 0.04], [-0.03, 0.00, -0.01], [-0.01, 0.01, 0.02], [-0.01, -0.01, 0.02], [0.00, -0.03, -0.01], [-0.02, 0.02, -0.01], [-0.02, 0.03, 0.00], [-0.01, -0.04, -0.03], [0.08, 0.00, 0.04], [0.00, -0.01, 0.00], [-0.02, -0.04, 0.02], [0.01, 0.01, -0.04], [0.04, 0.00, 0.03], [-0.01, 0.00, -0.01], [-0.03, -0.02, 0.00], [0.03, -0.01, -0.02], [-0.07, 0.00, 0.03], [0.04, 0.00, -0.01], [0.02, 0.00, -0.01], [0.04, -0.02, 0.04], [-0.04, 0.01, -0.08], [0.05, 0.02, 0.04], [0.08, -0.16, 0.21], [0.03, -0.06, 0.05], [-0.12, 0.02, -0.03], [0.08, -0.05, 0.06], [-0.09, 0.01, -0.10], [0.05, 0.00, 0.03], [-0.09, -0.01, -0.06], [0.08, -0.04, 0.08], [0.00, 0.11, 0.13], [-0.01, -0.01, -0.08], [-0.01, 0.00, 0.05], [0.00, -0.01, 0.03], [0.02, 0.00, 0.04], [0.03, 0.00, -0.01], [-0.01, 0.02, 0.03], [-0.01, 0.01, -0.02], [0.02, 0.00, -0.01], [-0.02, 0.01, -0.03], [-0.02, -0.02, 0.03], [0.02, 0.00, 0.00], [-0.03, -0.03, 0.01], [-0.01, 0.04, 0.01], [0.00, 0.01, -0.02], [-0.02, 0.02, -0.08], [0.02, -0.01, 0.03], [0.03, -0.01, 0.01], [-0.01, 0.01, 0.02], [-0.03, 0.00, 0.02], [0.02, 0.03, -0.03], [0.00, -0.01, 0.03], [-0.03, 0.01, 0.00], [0.01, 0.04, -0.02], [0.00, -0.04, -0.03], [0.00, 0.00, 0.02], [-0.04, 0.01, 0.00], [0.01, 0.00, 0.01], [0.01, -0.02, -0.03], [0.02, -0.04, 0.05], [-0.08, 0.07, 0.05], [-0.04, -0.02, -0.13], [0.01, 0.10, -0.06], [-0.03, -0.02, 0.05], [0.07, 0.01, 0.17], [0.05, -0.08, -0.08], [-0.05, -0.07, 0.01], [-0.11, -0.02, 0.18], [0.21, 0.17, -0.20], [0.06, 0.23, 0.14], [0.07, -0.19, -0.14], [-0.08, 0.03, 0.05], [-0.02, -0.08, -0.10], [0.05, 0.06, 0.03], [0.00, -0.01, 0.08], [0.02, -0.02, -0.03], [-0.03, 0.00, 0.01], [-0.01, 0.02, -0.02], [0.03, -0.01, 0.04], [0.04, 0.01, -0.06], [0.06, 0.04, 0.01], [-0.08, 0.05, -0.04], [-0.03, -0.02, 0.00], [0.01, 0.02, 0.09], [-0.02, -0.04, -0.10], [0.01, 0.02, 0.01], [0.03, 0.03, -0.01], [-0.01, -0.03, -0.03]],
  "lowdin_charge": [1.795, -0.120, -0.134, -0.141, -0.099, -0.286, -0.537, -0.023, -0.008, -0.021, -0.499, -0.039, -0.021, -0.002, -0.505, -0.029, -0.006, -0.039, 0.130, 0.131, 0.101, 0.064, 0.109, 0.104, 0.108, 0.096, 0.067, 0.089, 0.108, 0.048, 0.090, 0.102, 0.074, 0.109, 0.073, 0.096, 0.086, 0.111, 0.054, 0.115, 0.071, 0.070, 0.108, 0.111, 0.071, 0.110, 0.101, -0.019, -0.552, -0.016, -0.047, -0.097, 0.050, -0.067, -0.050, -0.161, 0.094, -0.163, 0.097, -0.094, 0.042, -0.114, -0.078, -0.552, -0.018, -0.045, -0.016, 0.105, 0.098, 0.086, 0.105, 0.087, 0.099, 0.104, 0.095, 0.095, 0.136, 0.086, 0.112, 0.113, 0.137, 0.118, 0.096, 0.106, 0.087, 0.095, 0.097, 0.105, 0.087, 0.106, 0.099, -0.090, -0.278, 0.687, -0.321, -0.277, -0.188, -0.084, 0.071, -0.285, -0.037, -0.040, -0.125, -0.330, 0.143, 0.138, 0.048, 0.096, 0.081, 0.085, 0.114, 0.115, 0.104, 0.126, 0.145, 0.118, 0.082, 0.112, 0.058, 0.093],
  "gap_ev": [8.6, 7.1],
  "e_lumo_ev": [-8.74, -10.30],
  "s_squared": 3.780,
  "multiplicity": 4,
  "e_homo_ev": [-17.371, -17.412],
  "max_force_ha_per_bohr": 0.017,
  "charge": 3,
  "de_lowest_kcal_mol": 0.93
}